(1)
ORCA calculation (the ωB97M-V functional and the def2-TZVPD basis) on C37H45AlAsCl4N5O7S2 as an isolated structure.

Output
Electronic energy: -7352.234388 Ha
HOMO: -12.43 eV
LUMO energy: -5.48 eV
Frontier orbital gap: 6.94 eV
Energy above the lowest of the compared OMol25 structures with the same formula, charge and spin: 0.475 eV

Geometry as ORCA input:
```
! wB97M-V def2-TZVPD RIJCOSX def2/J DEFGRID3
* xyz 2 1
Al 1.6278 0.9275 0.3253
N -4.5743 4.4758 0.1426
C -5.6752 4.9487 -0.5361
C -6.7707 5.7120 -0.1328
C -7.6975 6.0035 -1.1070
C -7.5507 5.5578 -2.4383
C -6.4700 4.8071 -2.8299
C -5.5131 4.4978 -1.8550
N -4.3479 3.7758 -1.9667
C -3.8201 3.7831 -0.7706
C -2.5629 3.1166 -0.4767
C -1.9817 3.0702 0.7944
C -0.7918 2.4033 0.9711
N -0.1375 1.7933 -0.0336
C -0.6837 1.8582 -1.2665
C -1.8775 2.4848 -1.5194
H -4.3779 4.6258 1.1158
H -6.8908 6.0587 0.8845
H -8.5663 6.5932 -0.8478
H -8.3115 5.8192 -3.1607
H -6.3493 4.4636 -3.8478
H -2.4402 3.5448 1.6508
H -0.3238 2.3485 1.9457
H -0.1172 1.4020 -2.0660
H -2.2893 2.5107 -2.5180
C 3.1880 7.2323 0.0312
C 2.8081 6.2165 1.1043
C 2.9838 4.7962 0.5761
S 2.5594 3.5564 1.8023
O 2.6624 2.2531 0.9868
C 4.0417 3.5386 2.8193
C 5.2493 2.8519 2.1784
C 5.3241 1.3636 2.4973
H 3.0465 8.2470 0.3983
H 2.5742 7.1084 -0.8617
H 4.2330 7.1230 -0.2600
H 1.7711 6.3663 1.4141
H 3.4286 6.3741 1.9894
H 3.9975 4.5906 0.2279
H 2.2988 4.5869 -0.2489
H 3.7535 3.0586 3.7559
H 4.2118 4.5960 3.0352
H 6.1398 3.3518 2.5620
H 5.2524 3.0071 1.0974
H 5.3732 1.2024 3.5759
H 6.2179 0.9269 2.0545
H 4.4607 0.8294 2.1025
O 2.0833 1.4334 -1.4405
Cl 3.5640 1.1876 -1.7865
O 4.1485 2.4531 -2.0036
O 3.5735 0.3452 -2.9201
O 4.0926 0.5337 -0.6159
C 1.0854 -2.2773 3.3897
As 0.1304 -0.7990 2.6523
C -0.8316 0.0480 4.0668
C -1.1039 -1.4283 1.3317
O 1.1864 0.3732 2.0233
H 0.3852 -2.8639 3.9851
H 1.8845 -1.9044 4.0283
H 1.4901 -2.8972 2.5926
H -1.4193 -0.6999 4.5977
H -1.4961 0.8058 3.6563
H -0.1190 0.5080 4.7489
H -0.6409 -2.2291 0.7562
H -1.3799 -0.6045 0.6762
H -1.9936 -1.8096 1.8325
Cl -4.0192 -4.0925 1.4440
C -2.6260 -4.3320 0.4431
C -2.6607 -3.9587 -0.8917
C -1.5327 -4.1596 -1.6680
C -0.3619 -4.7071 -1.1462
C 0.7946 -4.9712 -2.0967
C 1.4507 -3.6778 -2.5960
N 1.7836 -2.7438 -1.5238
C 2.6659 -2.9665 -0.4922
C 2.6314 -1.8582 0.2862
N 1.7356 -0.9570 -0.2607
C 1.2607 -1.5292 -1.3589
O 0.3476 -5.5715 -3.2927
C 0.4089 -7.0092 -3.3450
C -0.3857 -7.6777 -2.2690
C 0.1439 -8.4129 -1.2500
Cl 1.8020 -8.7826 -0.9981
S -1.0430 -9.0119 -0.1681
C -2.2922 -8.2644 -1.0752
C -1.8087 -7.6055 -2.1575
C -0.3595 -5.0427 0.2042
Cl 1.0446 -5.7278 0.9693
C -1.4852 -4.8798 1.0004
H -3.5650 -3.5459 -1.3170
H -1.5686 -3.9325 -2.7268
H 1.5428 -5.5966 -1.5994
H 0.7593 -3.1736 -3.2700
H 2.3537 -3.9148 -3.1559
H 3.2413 -3.8716 -0.4160
H 3.2153 -1.6205 1.1584
H 0.5651 -1.0863 -2.0525
H 1.4527 -7.3287 -3.3046
H 0.0124 -7.2561 -4.3279
H -3.3205 -8.3831 -0.7738
H -2.4336 -7.0888 -2.8726
H -1.4721 -5.1962 2.0344
*
```

Here are the Mulliken charges for atoms 1 to 2, given in e: atom 1 (Al): -2.026, atom 2 (N): 0.039

(2)
ORCA calculation (the ωB97M-V functional and the def2-TZVPD basis) on C37H45AsMnN7OS2 as an isolated structure in a non-equilibrium geometry.

Output
Electronic energy: -6076.348441 Ha
HOMO (alpha / beta): -15.30 / -15.31 eV
LUMO energy (alpha / beta): -9.70 / -9.71 eV
Frontier orbital gap (alpha / beta): 5.60 / 5.60 eV

Geometry as ORCA input:
```
! wB97M-V def2-TZVPD RIJCOSX def2/J DEFGRID3
* xyz 3 2
Mn -1.5779 2.1398 0.3299
O -1.1395 2.0616 2.1869
N -2.2028 1.8525 3.0510
C -1.9632 1.7986 4.4027
C -3.0646 1.5812 5.3076
C -4.3014 1.4361 4.8034
C -4.5129 1.4997 3.3640
C -3.4877 1.7043 2.4907
S -3.7658 1.7785 0.7430
H -0.9399 1.9250 4.7214
H -2.8607 1.5414 6.3658
H -5.1617 1.2712 5.4340
H -5.5211 1.3791 2.9913
C -1.3623 1.5631 -5.0996
N -1.8774 1.9756 -3.8200
C -3.0248 2.6780 -3.5896
C -3.0795 2.8234 -2.2225
N -1.9978 2.2284 -1.6257
C -1.2911 1.7260 -2.6131
H -2.0363 1.8992 -5.8915
H -1.2918 0.4725 -5.1094
H -0.3750 2.0117 -5.2365
H -3.6854 3.0062 -4.3794
H -3.8394 3.3243 -1.6368
H -0.3618 1.1811 -2.5092
C 3.7709 1.7362 -2.8494
C 3.5100 1.1894 -1.4548
C 2.4145 1.9331 -0.7667
N 1.1429 1.5965 -0.8056
N 0.3565 2.4619 -0.0708
C 1.0523 3.4231 0.4925
N 0.5273 4.4069 1.2465
S 2.7371 3.3393 0.1663
H 4.5552 1.1542 -3.3438
H 4.0972 2.7810 -2.8132
H 2.8692 1.6876 -3.4695
H 4.4328 1.2262 -0.8643
H 3.2290 0.1322 -1.5308
H -0.4757 4.5345 1.1655
H 1.0512 5.2684 1.3372
C 5.7090 0.7368 1.5896
C 4.3630 0.5253 0.9592
C 3.2248 1.1125 1.4992
C 1.9564 0.9111 0.9288
C 0.8163 1.6214 1.5951
C 1.8127 0.0797 -0.2314
As 0.0451 -0.3610 -1.1106
N -1.2805 0.1631 0.1765
C -2.1886 -0.6204 0.9564
C -2.4877 -1.9795 0.7305
C -3.3769 -2.6628 1.5659
C -3.9946 -2.0017 2.6266
C -3.7336 -0.6500 2.8457
C -2.8420 0.0341 2.0143
C 0.1238 -2.3444 -0.9383
C 0.5086 -3.0480 0.2420
C 0.8580 -2.3892 1.5454
C 0.5511 -4.4517 0.2296
C 0.2008 -5.1762 -0.9116
C 0.2252 -6.6769 -0.9101
C -0.1924 -4.4957 -2.0625
C -0.2331 -3.0948 -2.0922
C -0.6898 -2.4195 -3.3626
C 3.0021 -0.4842 -0.7903
C 3.0320 -1.3365 -2.0330
C 4.2469 -0.2597 -0.1829
H 5.6424 1.3840 2.4903
H 6.3933 1.2190 0.8608
H 6.1324 -0.2424 1.8967
H 3.3295 1.7344 2.3810
H 1.1447 2.2342 2.4618
H 0.0800 0.9060 2.0011
H 0.3808 2.3260 0.8666
H -2.0834 -2.5360 -0.0814
H -3.5922 -3.7083 1.3856
H -4.6827 -2.5342 3.2712
H -4.2202 -0.1315 3.6617
H -2.6483 1.0821 2.2057
H 0.6955 -1.3081 1.5388
H 1.9165 -2.6042 1.8051
H 0.2010 -2.7889 2.3461
H 0.8451 -4.9847 1.1267
H 0.5535 -7.0805 0.0710
H 0.9225 -7.0414 -1.6930
H -0.7935 -7.0641 -1.1233
H -0.4731 -5.0664 -2.9411
H -0.9484 -3.1544 -4.1549
H 0.1054 -1.7589 -3.7626
H -1.5982 -1.8151 -3.1558
H 2.0586 -1.4536 -2.5262
H 3.4200 -2.3466 -1.7829
H 3.7066 -0.8678 -2.7804
H 5.1413 -0.7036 -0.6076
H -1.8343 3.8442 0.4622
*
```

Here are the Mulliken charges for atoms 1 to 2, given in e: atom 1 (Mn): -0.701, atom 2 (O): -0.071

(3)
ORCA calculation (the ωB97M-V functional and the def2-TZVPD basis) on C37H45BCl4N12O3PRbSe as an isolated structure.

Output
Electronic energy: -6952.420291 Ha
HOMO: -0.84 eV
LUMO energy: 2.32 eV
Frontier orbital gap: 3.16 eV
Energy above the lowest of the compared OMol25 structures with the same formula, charge and spin: 1.632 eV

Geometry as ORCA input:
```
! wB97M-V def2-TZVPD RIJCOSX def2/J DEFGRID3
* xyz -2 1
Rb -0.0141 0.3099 -0.2686
C -2.9230 -2.3141 3.1457
C -1.5668 -1.6633 2.9873
O -1.4461 -0.4624 2.8132
N -0.5020 -2.4971 3.1150
C 0.8392 -2.0620 2.7347
C 1.2900 -0.7803 3.3985
C 1.3889 -0.6349 4.7786
C 1.8581 0.5681 5.2779
C 2.2254 1.5721 4.3931
C 2.1005 1.3314 3.0323
N 1.6322 0.1837 2.5545
H -3.6673 -1.6755 2.6754
H -3.1552 -2.3980 4.2095
H -2.9514 -3.3123 2.7123
H -0.7010 -3.4684 2.9377
H 0.9478 -1.9242 1.6542
H 1.5167 -2.8710 3.0219
H 1.0990 -1.4453 5.4360
H 1.9410 0.7212 6.3479
H 2.6091 2.5212 4.7445
H 2.3857 2.0559 2.2750
N 0.0297 3.6285 -1.7007
C -0.3827 2.9671 -2.8028
N -1.3316 3.5126 -3.5660
C -1.6846 2.7588 -4.6041
N -2.6808 3.2410 -5.4137
N -1.1488 1.5787 -4.9500
C -0.2210 1.1554 -4.0965
N 0.2174 1.7934 -3.0328
C 0.3970 -0.1861 -4.3325
C 0.5222 -0.7184 -5.6096
C 1.1822 -1.9294 -5.7462
C 1.6894 -2.5529 -4.6160
C 1.4890 -1.9527 -3.3773
N 0.8379 -0.8045 -3.2421
H -0.5814 4.3374 -1.3380
H 0.6372 3.1246 -1.0642
H -3.3099 3.8486 -4.9099
H -3.1666 2.4970 -5.8911
H 0.1155 -0.1811 -6.4545
H 1.3145 -2.3733 -6.7258
H 2.2405 -3.4820 -4.6830
H 1.8769 -2.3676 -2.4493
Cl 6.9968 -2.0907 0.1258
C 5.6213 -1.0199 0.0766
C 5.7707 0.3268 0.2788
Cl 7.3439 1.0036 0.6079
C 4.6408 1.1646 0.2131
Cl 4.8328 2.8833 0.4970
C 3.3359 0.7198 -0.0635
O 2.3450 1.5164 -0.1255
C 3.1696 -0.7526 -0.2356
O 2.0161 -1.2762 -0.4220
C 4.3318 -1.5309 -0.1730
Cl 4.1259 -3.2614 -0.3993
C -0.1748 4.9278 1.4560
C -0.8398 4.4972 2.7623
C -1.6174 5.6496 3.3980
P -1.6334 2.8342 2.4781
C -2.9522 3.0536 1.1854
C -3.8319 1.7993 1.2093
C -3.8128 4.3152 1.1379
C -2.5521 2.4327 4.0423
C -3.7813 3.2406 4.4593
C -1.5336 2.3601 5.1798
H 0.4876 5.7811 1.6209
H -0.9210 5.2311 0.7179
H 0.4253 4.1207 1.0335
H -0.0218 4.2400 3.4477
H -2.5532 5.8578 2.8811
H -1.0149 6.5638 3.3738
H -1.8546 5.4447 4.4419
H -2.3920 3.0065 0.2440
H -4.5038 1.8089 2.0707
H -3.2308 0.8902 1.2638
H -4.4359 1.7501 0.3046
H -4.3697 4.4760 2.0629
H -4.5367 4.2263 0.3232
H -3.2197 5.2114 0.9507
H -2.8696 1.4043 3.8407
H -3.5651 4.3027 4.5699
H -4.1526 2.8806 5.4255
H -4.5942 3.1434 3.7424
H -1.1835 3.3575 5.4636
H -0.6636 1.7660 4.8978
H -1.9826 1.9091 6.0696
B -4.9401 1.5765 -2.8006
C -3.5361 1.2595 -2.1092
N -2.5388 1.0009 -1.5826
H -5.7068 1.9372 -1.9222
H -4.7948 2.4662 -3.6222
H -5.3416 0.5586 -3.3331
Se -2.8026 -6.9374 1.1303
N -2.7160 -6.7476 -0.6424
C -2.0254 -5.6525 -0.8627
C -1.7087 -5.1146 -2.1588
C -0.9749 -3.9848 -2.1880
C -0.5434 -3.3543 -0.9533
N -0.8071 -3.7863 0.2370
C -1.5423 -4.9448 0.3073
N -1.8502 -5.4768 1.4695
H -2.0593 -5.6192 -3.0483
H -0.6890 -3.5035 -3.1137
H 0.0559 -2.4563 -1.0511
*
```

Here are the Mulliken charges for atoms 1 to 2, given in e: atom 1 (Rb): 1.086, atom 2 (C): -1.328

(4)
ORCA calculation (the ωB97M-V functional and the def2-TZVPD basis) on C37H45ClNO2RuSi as an isolated structure in a non-equilibrium geometry.

Output
Electronic energy: -2486.623576 Ha
HOMO (alpha / beta): -7.50 / -8.07 eV
LUMO energy (alpha / beta): -0.59 / -1.14 eV
Frontier orbital gap (alpha / beta): 6.92 / 6.93 eV
Energy above the lowest of the compared OMol25 structures with the same formula, charge and spin: 2.747 eV

Geometry as ORCA input:
```
! wB97M-V def2-TZVPD RIJCOSX def2/J DEFGRID3
* xyz 0 2
Ru 0.3672 -0.0162 -0.3823
O -0.6005 2.1601 1.6802
C 0.0625 2.0525 2.9329
C -0.6868 1.0959 3.8415
C -0.8769 -0.2816 3.1998
C 0.3924 -1.0341 2.9276
C 1.1005 -1.6353 3.9635
C 2.2032 -2.4208 3.6793
C 2.5909 -2.5748 2.3562
C 1.8694 -1.9122 1.3817
N 0.7880 -1.1672 1.6558
H 0.0513 2.4987 1.0503
H 0.1280 3.0343 3.4158
H 1.0779 1.6850 2.7695
H -1.6764 1.5010 4.0662
H -0.1336 1.0196 4.7807
H -1.3818 -0.1382 2.2508
H -1.5174 -0.8861 3.8451
H 0.7733 -1.4895 4.9850
H 2.7457 -2.9148 4.4752
H 3.4288 -3.1978 2.0749
H 2.1509 -1.9912 0.3391
Cl -1.5402 -3.2477 -1.9455
C -1.6562 -1.6050 -2.4485
C -1.7468 -1.3147 -3.7867
C -1.7907 0.0095 -4.2239
C -1.7584 1.0484 -3.3089
C -1.7287 0.7708 -1.9544
C -1.7179 -0.5724 -1.4667
C -1.8308 -0.7993 -0.0784
H -1.7795 -2.1239 -4.5030
H -1.8562 0.2228 -5.2823
H -1.7858 2.0746 -3.6496
H -1.8320 1.5635 -1.2220
H -1.9298 -1.8078 0.2959
H -2.2647 -0.0024 0.5121
C 4.2685 -0.3343 -4.4344
C 3.3097 -0.0483 -3.2758
C 3.9838 0.8853 -2.2661
C 2.0600 0.6581 -3.8091
Si 2.6882 -1.6970 -2.4503
O 1.3315 -1.4747 -1.6482
C 3.9143 -2.5712 -1.2785
C 5.1755 -2.1310 -0.8807
C 5.9539 -2.8683 0.0052
C 5.4870 -4.0732 0.5075
C 4.2361 -4.5361 0.1198
C 3.4633 -3.7894 -0.7573
C 2.5191 -2.8966 -3.9082
C 1.3868 -2.8841 -4.7181
C 1.2962 -3.6820 -5.8506
C 2.3529 -4.5123 -6.1956
C 3.4892 -4.5423 -5.3992
C 3.5682 -3.7436 -4.2668
H 4.6130 0.6039 -4.8854
H 3.7838 -0.9239 -5.2135
H 5.1478 -0.8887 -4.0932
H 4.1366 1.8764 -2.7116
H 4.9623 0.5174 -1.9590
H 3.3615 1.0108 -1.3790
H 2.3363 1.5833 -4.3285
H 1.3887 0.9192 -2.9863
H 1.5045 0.0336 -4.5148
H 5.5742 -1.2003 -1.2583
H 6.9257 -2.4949 0.3050
H 6.0930 -4.6473 1.1976
H 3.8610 -5.4782 0.5022
H 2.4826 -4.1568 -1.0459
H 0.5665 -2.2323 -4.4537
H 0.4069 -3.6503 -6.4700
H 2.2960 -5.1343 -7.0803
H 4.3192 -5.1864 -5.6643
H 4.4628 -3.7797 -3.6535
C 3.0113 4.6863 0.9840
C 3.3929 3.2095 1.1541
C 3.5604 2.8853 2.6473
C 4.7175 2.9333 0.4288
C 2.3462 2.3505 0.5838
C 1.4797 1.6386 0.1109
H 3.8219 5.3199 1.3505
H 2.1055 4.9212 1.5453
H 2.8311 4.9160 -0.0663
H 4.3842 3.4723 3.0603
H 3.7846 1.8264 2.7852
H 2.6535 3.1228 3.2052
H 5.5168 3.5346 0.8673
H 4.6386 3.1805 -0.6302
H 4.9885 1.8800 0.5153
*
```

Here are the Mulliken charges for atoms 1 to 2, given in e: atom 1 (Ru): 1.555, atom 2 (O): -0.561

(5)
ORCA calculation (the ωB97M-V functional and the def2-TZVPD basis) on C37H46F3N4S4SbTa as an isolated structure in a non-equilibrium geometry.

Output
Electronic energy: -3845.313152 Ha
HOMO: -15.81 eV
LUMO energy: -9.60 eV
Frontier orbital gap: 6.22 eV
Energy above the lowest of the compared OMol25 structures with the same formula, charge and spin: 1.387 eV

Geometry as ORCA input:
```
! wB97M-V def2-TZVPD RIJCOSX def2/J DEFGRID3
* xyz 3 1
Ta -0.0940 0.0259 -1.0131
C -0.8877 3.6347 -0.0853
C 0.3480 3.8755 -0.9348
S 1.3273 2.3360 -1.1066
C 1.7836 2.3980 -2.8622
C 0.6020 2.3374 -3.8257
S -0.5446 0.9490 -3.5245
C -2.1665 1.7557 -3.4173
C -2.3783 2.7600 -2.2972
S -1.8532 2.1985 -0.6300
H -1.5565 4.4967 -0.0792
H -0.6321 3.4263 0.9512
H 1.0039 4.6050 -0.4602
H 0.0983 4.2537 -1.9234
H 2.4429 1.5495 -3.0098
H 2.3480 3.3199 -3.0051
H 0.9874 2.1876 -4.8335
H 0.0221 3.2596 -3.8326
H -2.8720 0.9281 -3.3538
H -2.3399 2.2466 -4.3767
H -3.4381 3.0020 -2.2213
H -1.8435 3.6879 -2.4873
C 0.6215 2.1563 5.0001
C -0.7265 2.6202 4.5111
C -1.4640 3.5361 5.2562
C -2.7158 3.9708 4.8491
C -3.2492 3.5043 3.6562
C -2.5350 2.5995 2.8863
C -1.2918 2.1512 3.3235
N -0.5235 1.2263 2.5359
C -0.9527 0.2030 1.8094
N -2.2265 -0.1181 1.7262
C -2.7688 -0.7704 0.5808
C -2.0839 -0.6885 -0.6473
C -2.7357 -1.2346 -1.7576
C -3.9748 -1.8507 -1.6351
C -4.5847 -1.9293 -0.4024
C -3.9963 -1.3900 0.7375
C -4.6613 -1.4804 2.0819
N -0.0416 -0.5108 1.0573
C -0.0017 -1.9300 1.4912
C -0.5554 -2.9396 0.7013
C -0.5015 -4.2662 1.0972
C 0.0885 -4.6006 2.3051
C 0.6165 -3.5959 3.0965
C 0.5892 -2.2561 2.7139
C 1.1962 -1.2426 3.6382
H 0.9818 2.8226 5.7804
H 1.3886 2.1546 4.2155
H 0.5749 1.1531 5.4254
H -1.0434 3.9079 6.1820
H -3.2685 4.6732 5.4580
H -4.2185 3.8444 3.3160
H -2.9614 2.2780 1.9448
H 0.4780 1.2332 2.6869
H -2.8719 0.2532 2.4118
H -2.2471 -1.2534 -2.7243
H -4.4574 -2.2859 -2.5006
H -5.5436 -2.4239 -0.3093
H -5.5619 -2.0873 2.0301
H -4.9633 -0.4950 2.4509
H -3.9955 -1.9310 2.8208
H -1.0562 -2.7215 -0.2228
H -0.9317 -5.0293 0.4619
H 0.1363 -5.6316 2.6283
H 1.0786 -3.8528 4.0422
H 1.8745 -1.7276 4.3378
H 0.4364 -0.7332 4.2367
H 1.7664 -0.5002 3.0966
F 0.4934 -4.5213 -3.6448
C 1.8128 -4.3131 -3.5327
F 2.4472 -5.2784 -4.1815
F 2.1254 -4.4122 -2.2258
C 2.1900 -2.9472 -4.0667
C 3.0810 -2.8293 -5.1203
C 3.4156 -1.5692 -5.5888
C 2.8534 -0.4678 -4.9749
N 1.9969 -0.5556 -3.9466
C 1.6720 -1.7697 -3.5213
S 0.4658 -1.8856 -2.2230
H 3.5027 -3.7182 -5.5706
H 4.1042 -1.4464 -6.4131
H 3.0984 0.5332 -5.3103
C 3.5781 0.8573 1.2956
Sb 2.8132 -0.3618 -0.2744
C 3.1759 -2.3737 0.3246
C 4.4526 -0.0463 -1.5935
H 4.5841 0.4908 1.5091
H 3.0096 0.8228 2.2169
H 3.6581 1.8853 0.9471
H 3.9650 -2.7694 -0.3143
H 2.2760 -2.9726 0.2109
H 3.5051 -2.4067 1.3629
H 5.3623 -0.2594 -1.0331
H 4.4941 0.9864 -1.9370
H 4.3937 -0.7168 -2.4477
*
```

Here are the Mulliken charges for atoms 1 to 2, given in e: atom 1 (Ta): -2.542, atom 2 (C): -0.850

What is the formula in the first record? C37H45AlAsCl4N5O7S2

Which value of electronic energy does entry 4 give? -2486.623576 Ha

The highest electronic energy belongs to which entry? C37H45ClNO2RuSi

What is the electronic energy in the second record? -6076.348441 Ha